No. 1
75
Properties=species:S:1:pos:R:3 method="wB97M-V/def2-TZVPD" lumo_energy_ev="4.1754 / 4.1726" fmax_ha_per_bohr=0.036 homo_energy_ev="-2.4 / -2.4" spin_multiplicity=3 total_charge=-2 homo_lumo_gap_ev="6.62 / 6.60"
Ni 0.1420 0.2446 0.0683
C -2.0978 -1.3027 1.8691
C -1.7534 -0.5842 3.1778
C -0.7612 0.5866 3.0344
N 0.3556 0.3611 2.1352
C 1.5099 -0.0610 2.5648
C 1.7290 -0.6257 3.8566
C 2.9001 -0.9551 4.5122
C 4.2258 -0.6872 4.1917
C 4.6612 -0.0090 3.0513
C 3.9708 0.3506 1.9190
C 2.6085 0.0843 1.5401
N 2.1836 0.1032 0.3248
C 3.0252 0.3067 -0.8230
C 3.0069 1.7897 -1.2817
C 2.0890 2.6836 -0.4519
N 0.7112 2.2229 -0.4433
C -0.1986 3.0219 0.0150
C 0.0833 4.2713 0.6669
C -0.6836 5.4062 0.7821
C -1.9407 5.6813 0.2403
C -2.7869 4.7335 -0.3188
C -2.6861 3.3534 -0.3471
C -1.5989 2.4904 -0.0180
N -1.7223 1.2097 0.2150
C -3.0703 0.7257 0.4642
C -3.2039 -0.7144 0.9876
H -2.4076 -2.3253 2.1042
H -1.1937 -1.3981 1.2695
H -1.3170 -1.3289 3.8505
H -2.6577 -0.1996 3.6673
H -0.3958 0.8656 4.0306
H -1.3001 1.4487 2.6351
H 0.8199 -0.9033 4.3751
H 2.7537 -1.4692 5.4592
H 4.9829 -0.9958 4.9031
H 5.7176 0.2500 3.0407
H 4.5436 0.8852 1.1695
H 2.6144 -0.3153 -1.6222
H 4.0506 -0.0339 -0.6498
H 2.6847 1.8443 -2.3236
H 4.0165 2.2051 -1.2253
H 2.1246 3.6979 -0.8673
H 2.4875 2.7433 0.5701
H 1.0573 4.3073 1.1408
H -0.2126 6.2240 1.3218
H -2.2920 6.7054 0.2837
H -3.7163 5.1231 -0.7266
H -3.5547 2.8411 -0.7414
H -3.6827 0.7929 -0.4466
H -3.5399 1.4093 1.1859
H -3.2900 -1.3938 0.1345
H -4.1619 -0.7505 1.5204
C 1.1270 -2.5879 0.1956
O 0.1357 -1.6839 -0.1188
H 1.2907 -2.6910 1.2871
H 2.1137 -2.3450 -0.2384
H 0.8625 -3.5873 -0.1811
N -1.0202 -0.3304 -2.5445
C -1.0825 -1.6218 -3.0926
C -2.3165 -2.1773 -3.4265
C -2.3937 -3.3759 -4.1204
C -1.2385 -4.0639 -4.4665
C -0.0083 -3.5395 -4.0896
C 0.0714 -2.3281 -3.4173
S -1.3506 -5.5121 -5.5170
O -1.5878 -4.9644 -6.8491
O -2.4817 -6.2730 -4.9974
O -0.0628 -6.1816 -5.3793
H -1.9127 -0.0030 -2.2066
H -0.3166 -0.1795 -1.8216
H -3.2259 -1.6495 -3.1522
H -3.3521 -3.7995 -4.3940
H 0.8848 -4.1017 -4.3304
H 1.0348 -1.9204 -3.1310

=====

No. 2
104
Properties=species:S:1:pos:R:3 method="wB97M-V/def2-TZVPD" lumo_energy_ev="-2.1141 / -2.1102" fmax_ha_per_bohr=0.080 relative_energy_kj_mol=350.06 homo_energy_ev="-6.5 / -6.5" spin_multiplicity=1 total_charge=0 homo_lumo_gap_ev="4.35 / 4.36"
Ir -0.2156 -0.5253 0.1999
O -0.8337 -5.1084 3.1704
C -0.2704 -3.9051 2.9430
C 0.7055 -3.3592 3.7824
C 1.2200 -2.1174 3.4665
N 0.8233 -1.4639 2.3898
C -0.1001 -1.9554 1.5915
Br -1.6686 -1.6962 -1.2670
C -0.6984 -3.1861 1.8253
H -0.4688 -5.5111 3.9683
H 1.0438 -3.8972 4.6570
H 1.9631 -1.6279 4.0800
H -1.4628 -3.5957 1.1858
C -2.0298 4.0797 -0.5320
C -2.8727 2.9388 0.0426
C -2.7828 1.7109 -0.8532
C -2.5071 2.7021 1.4912
C -3.3606 3.2829 2.4207
C -3.0988 3.2512 3.7743
C -1.9748 2.5898 4.2245
C -1.1107 1.9597 3.3441
C 0.0574 1.1926 3.9204
C -0.4534 0.1590 4.9298
C 1.0770 2.1404 4.5593
C -1.3485 2.0454 1.9531
N -0.4084 1.4943 1.0722
C 0.7516 2.1026 0.8871
C 1.8415 1.4888 0.1733
N 1.7731 0.2636 -0.3179
C 2.9002 -0.3613 -0.8589
C 3.9593 -0.7688 -0.0226
C 5.1120 -1.2800 -0.6011
C 5.2125 -1.4574 -1.9689
C 4.1426 -1.1276 -2.7765
C 2.9829 -0.5831 -2.2461
C 1.8529 -0.2290 -3.1734
C 1.1702 -1.4988 -3.6858
C 2.3379 0.6167 -4.3530
C 3.8430 -0.7150 1.4815
C 4.0911 -2.1126 2.0559
C 4.8120 0.2914 2.1021
C 2.9309 2.4530 0.0976
C 4.1691 2.4910 -0.4979
C 4.9497 3.6543 -0.3578
C 4.5196 4.7587 0.3344
C 3.2364 4.7676 0.9300
C 2.6167 5.8287 1.6303
C 1.3371 5.6883 2.1087
C 0.5898 4.5052 1.9439
C 1.1674 3.4427 1.2867
C 2.4845 3.6027 0.7914
H -2.4140 4.3787 -1.5052
H -0.9963 3.7675 -0.6607
H -2.0479 4.9433 0.1288
H -3.9210 3.2669 0.0428
H -1.7426 1.4825 -1.0885
H -3.2939 1.9021 -1.7956
H -3.2553 0.8508 -0.3820
H -4.2479 3.7915 2.0712
H -3.7648 3.7306 4.4738
H -1.7674 2.5734 5.2834
H 0.5684 0.6523 3.1206
H -1.0161 0.6374 5.7265
H 0.3773 -0.3794 5.3789
H -1.1024 -0.5599 4.4322
H 0.6635 2.6264 5.4407
H 1.3695 2.9119 3.8486
H 1.9691 1.5908 4.8558
H 5.9499 -1.5477 0.0258
H 6.1099 -1.8763 -2.4017
H 4.2114 -1.2884 -3.8409
H 1.1137 0.3547 -2.6116
H 1.8694 -2.0961 -4.2696
H 0.3171 -1.2386 -4.3089
H 0.8104 -2.1104 -2.8624
H 2.8529 0.0012 -5.0879
H 3.0187 1.3980 -4.0214
H 1.4810 1.0859 -4.8284
H 2.8256 -0.4156 1.7433
H 5.0591 -2.4929 1.7421
H 3.3231 -2.8044 1.7174
H 4.0775 -2.0814 3.1422
H 5.8396 0.0115 1.8843
H 4.6817 0.3180 3.1827
H 4.6343 1.2906 1.7120
H 4.5546 1.6579 -1.0647
H 5.9261 3.6689 -0.8208
H 5.1499 5.6319 0.4213
H 3.1591 6.7522 1.7757
H 0.8733 6.5178 2.6279
H -0.4134 4.4624 2.3379
C -1.6295 6.4447 -4.7272
C -1.1392 5.0360 -4.7824
C -1.3047 4.2294 -5.9090
C -0.8506 2.9267 -5.7875
N -0.2670 2.4738 -4.6982
C -0.0965 3.3273 -3.6812
S 0.7553 2.8273 -2.3010
N -0.5458 4.5845 -3.6958
H -1.6951 6.8766 -5.7220
H -0.9654 7.0359 -4.1016
H -2.6211 6.4526 -4.2741
H -1.7552 4.6068 -6.8118
H -0.9380 2.2161 -6.6000

=====

Calculated energy, -98160.0410 -141711.4924 eV (same order as the records).